The following is a quantum chemistry calculation of a structure of composition C22H31BeCl3N3O3 at a distorted geometry, from OMol25.

Results
- energy above the lowest of the compared OMol25 structures with the same formula, charge and spin (kcal per mole) = 16.9
- charge = -1
- frontier orbital gap (spin up / spin down) (eV) = 1.97 / 3.51
- M (Da) = 500.88
- HOMO energy (spin up / spin down) (Ha) = 0.0100 / -0.0484

XYZ file:
```
63
Properties=species:S:1:pos:R:3:forces:R:3
O 1.31614 2.24356 -1.53662 0.141 0.889 -2.284
C 1.20476 2.15386 -2.75722 0.370 -0.434 1.490
C 1.88499 2.98839 -3.82384 0.369 0.621 0.383
C 2.51262 4.22816 -3.56417 -0.110 -0.004 -0.725
H 2.61957 4.57351 -2.54122 -0.120 -0.059 -0.059
C 2.98696 5.02164 -4.63164 -0.118 -0.493 0.357
H 3.47186 5.97705 -4.44287 -0.166 -0.153 0.149
C 2.87352 4.58414 -5.95430 -0.267 -0.511 0.371
H 3.21020 5.20329 -6.78703 -0.048 -0.147 0.279
C 2.33277 3.31686 -6.19469 0.230 0.091 0.136
H 2.28790 2.94115 -7.21504 -0.028 0.008 0.207
C 1.87716 2.52276 -5.13802 -0.291 0.052 -0.355
H 1.49323 1.52391 -5.35372 -0.040 0.255 0.123
H 0.59462 1.31317 -3.14748 0.052 0.496 -0.190
C -2.69378 1.20040 -1.98531 0.110 -0.145 0.199
C -2.36490 0.32308 -0.80759 -0.685 -0.570 -0.190
H -3.65787 0.91788 -2.40450 0.063 0.077 -0.061
H -1.92472 1.10301 -2.75320 -0.039 0.009 -0.014
H -2.73934 2.25484 -1.68407 0.078 -0.192 -0.009
C -3.14829 -0.60189 -0.24460 0.154 -0.071 -0.034
C -4.46440 -1.09907 -0.77001 -0.451 0.466 -0.161
H -2.80706 -1.09407 0.66390 0.297 -0.041 -0.236
H -4.82168 -0.48174 -1.60662 0.001 -0.267 0.247
H -5.23764 -1.07642 0.01294 0.188 0.008 -0.160
H -4.41347 -2.13916 -1.12658 0.238 0.263 0.162
Be 1.23327 -0.72319 -0.72308 0.119 -0.844 1.316
Cl -0.75255 0.53246 -0.19906 -0.366 0.706 0.365
Cl 1.63349 -0.84723 -2.60655 0.247 -0.067 -0.159
C -2.09470 -0.11083 3.53192 1.358 -1.148 -0.720
O -1.36899 -1.06169 3.20377 -1.366 1.432 0.636
N -2.83537 -0.04112 4.65635 -0.297 0.027 0.264
C -2.85946 -1.12713 5.61342 -0.165 0.036 0.066
C -3.69992 1.08986 4.94384 0.099 -0.155 -0.019
H -2.17240 0.81161 2.92587 0.046 -0.215 -0.051
H -2.14477 -1.89886 5.32538 -0.087 0.183 -0.027
H -3.86876 -1.55382 5.66941 0.129 -0.058 -0.051
H -2.61865 -0.73222 6.60502 0.099 -0.106 -0.018
H -3.57421 1.85137 4.17203 -0.017 -0.057 0.100
H -3.45389 1.52078 5.92235 0.036 -0.004 -0.162
H -4.75505 0.78534 4.97585 0.159 0.005 -0.079
H -0.29722 -5.05893 1.94271 0.055 0.194 -0.129
H 1.37627 -6.26776 0.79356 0.022 0.134 -0.110
C -0.43242 -4.30619 1.15750 0.753 -0.166 -0.352
C 1.29657 -5.63743 -0.09774 -0.396 0.787 0.236
N 0.75839 -4.32505 0.27808 -0.677 -1.733 2.254
H -0.57984 -3.31904 1.62117 0.183 -0.360 -0.365
C 1.19746 -3.21574 -0.28144 0.989 0.731 -2.130
O 0.68398 -2.06253 -0.06513 -0.623 0.397 0.185
H 2.28738 -5.52965 -0.55135 -0.280 0.062 0.090
H 2.05612 -3.29083 -0.95844 -0.161 -0.225 0.239
H -1.33292 -4.59650 0.59283 -0.132 0.122 -0.175
H 0.62364 -6.13258 -0.81665 0.006 -0.021 -0.117
Cl 5.46681 2.02020 0.72610 0.807 0.364 -0.190
C 4.03887 1.19976 1.17617 -2.019 -1.311 -1.406
C 3.68088 1.07330 2.52675 1.390 0.800 0.933
C 2.48213 0.43821 2.84952 -1.455 -0.859 -1.088
C 1.67336 -0.02347 1.82218 -0.055 -0.083 2.175
N 2.03535 0.08008 0.51383 -0.999 -0.692 -1.845
C 3.21574 0.65465 0.18529 2.118 1.584 1.173
H 4.35282 1.44975 3.29408 -0.128 -0.037 -0.129
H 2.16572 0.25950 3.87589 0.086 0.182 -0.197
H 0.71473 -0.51229 2.06086 0.624 0.218 -0.357
H 3.47501 0.70891 -0.86877 -0.029 0.029 0.217
```
Positions in Å, forces in eV/Å.



The following is a quantum chemistry calculation of a structure of composition C22H31BrN5O5P2S4Tl, from OMol25.

Results
- energy above the lowest of the compared OMol25 structures with the same formula, charge and spin (kcal per mole) = 28.8
- charge = -2
- frontier orbital gap (eV) = 3.97
- M (Da) = 920.02
- HOMO energy (Ha) = -0.0339

XYZ file:
```
71
Properties=species:S:1:pos:R:3:forces:R:3
Tl -0.68016 -1.23288 0.55774 -0.186 -0.187 0.322
C 2.16153 -2.04743 4.50213 -0.050 0.106 -0.093
P 1.82163 -0.82709 3.15633 0.193 -0.020 0.015
C 3.52817 -0.11806 3.02063 -0.153 -0.005 -0.084
C 1.06974 0.48981 4.22028 -0.171 0.032 -0.102
C 0.59980 1.77368 3.52067 -0.019 -0.197 -0.152
P -0.57578 1.50921 2.09809 -0.008 0.221 0.650
C -2.10476 1.13465 3.05148 0.044 -0.045 -0.153
C -0.93550 3.28265 1.73757 0.126 -0.094 -0.118
H 2.66271 -1.57787 5.35508 0.020 0.011 -0.008
H 2.79516 -2.84276 4.10465 -0.007 -0.022 0.023
H 1.21733 -2.49265 4.82150 0.064 -0.023 -0.026
H 3.95447 0.08402 4.00806 0.029 0.024 -0.006
H 3.48271 0.80337 2.43770 0.027 -0.012 -0.022
H 4.16587 -0.82548 2.48609 0.037 0.036 0.014
H 1.80398 0.74119 4.99562 -0.060 -0.019 0.080
H 0.21293 0.00761 4.70222 0.034 0.000 0.023
H 1.44769 2.32993 3.10949 0.019 0.006 0.027
H 0.09696 2.40254 4.26493 0.071 0.135 -0.044
H -2.28676 1.88133 3.83135 -0.013 0.023 -0.025
H -2.02555 0.13929 3.49609 -0.026 -0.008 -0.021
H -2.93086 1.12916 2.33681 -0.044 -0.013 0.072
H -1.21513 3.82202 2.64778 -0.010 -0.011 0.004
H -1.75990 3.32504 1.02344 0.013 0.003 -0.002
H -0.05297 3.74333 1.29253 -0.019 0.018 -0.023
S -1.63694 -5.67284 1.02152 0.049 -0.438 0.083
S -2.70634 -3.96433 1.09527 -0.107 0.476 0.236
S -2.85727 -3.25886 3.06848 -0.639 -0.379 -0.400
S -1.11609 -2.41208 3.65698 0.525 0.201 -0.090
Br 1.95304 -7.22375 1.05479 -0.067 0.024 -0.001
C 1.15725 -6.02996 -0.19375 0.102 0.057 0.028
C 1.10991 -6.34831 -1.51526 -0.026 0.090 -0.062
C 0.54714 -5.40964 -2.40268 0.016 -0.079 0.007
C 0.20019 -4.17583 -1.89044 -0.030 -0.014 0.005
N 0.28933 -3.84278 -0.60409 0.145 -0.083 0.093
C 0.58054 -4.82259 0.28731 0.092 0.131 -0.162
H 1.51052 -7.28705 -1.87565 -0.013 -0.014 0.025
H 0.45819 -5.62865 -3.45856 -0.016 0.038 0.004
H -0.14348 -3.38298 -2.55594 0.005 -0.030 0.013
H 0.75146 -4.50434 1.30750 -0.070 -0.053 0.006
C 2.42600 -0.02013 -3.65154 -0.179 -0.006 0.073
N 2.37581 0.50917 -2.31677 -0.008 -0.224 -0.163
C 2.18487 1.90373 -2.01424 -0.030 0.098 0.109
C 2.06690 1.85403 -0.47890 -0.124 0.085 -0.244
O 2.06585 2.83966 0.23315 -0.027 -0.039 -0.024
N 1.98586 0.54736 -0.09485 0.329 -0.193 0.335
C 2.17015 -0.18867 -1.17284 0.309 0.469 0.021
N 2.29568 -1.53081 -1.11829 -0.152 -0.022 -0.014
H 1.45654 0.06329 -4.15368 -0.001 -0.001 -0.004
H 2.71284 -1.07003 -3.62013 0.036 0.006 -0.028
H 3.17870 0.51598 -4.23307 -0.007 0.001 -0.022
H 1.26023 2.29792 -2.44603 -0.019 -0.037 0.047
H 3.03472 2.51596 -2.32280 0.006 -0.003 -0.013
H 2.03198 -1.91705 -0.22158 -0.052 -0.057 0.000
H 1.92709 -2.07487 -1.88287 0.014 -0.028 0.009
O -2.34243 0.90926 -0.31137 -0.019 -0.034 -0.426
C -1.81898 1.12215 -1.42810 0.185 -0.028 0.339
O -0.79804 0.59729 -1.92822 -0.039 0.033 -0.034
C -2.49877 2.20179 -2.27318 -0.129 0.083 -0.095
C -1.89751 2.68268 -3.43181 0.021 -0.031 0.017
C -2.49633 3.67536 -4.18341 -0.092 0.196 -0.178
C -3.72557 4.18015 -3.77792 0.292 -0.515 0.442
C -4.34853 3.70728 -2.62747 -0.125 0.222 -0.166
C -3.72843 2.72411 -1.88081 0.045 -0.012 0.007
N -4.36533 5.21848 -4.56180 -0.150 0.317 -0.227
O -3.79586 5.62655 -5.56054 0.084 -0.035 -0.045
O -5.44548 5.64610 -4.19314 -0.062 -0.039 0.085
H -0.94899 2.25697 -3.73124 -0.007 -0.017 0.035
H -2.03302 4.07051 -5.07601 0.001 -0.029 -0.003
H -5.30145 4.12586 -2.33819 -0.009 -0.031 0.020
H -4.17928 2.33935 -0.97606 0.032 -0.009 0.011
```
Positions in Å, forces in eV/Å.



> Among the records above, which one has the highest energy above the lowest of the compared OMol25 structures with the same formula, charge and spin?

C22H31BrN5O5P2S4Tl



> What is the formula in the second record?

C22H31BrN5O5P2S4Tl



> energy above the lowest of the compared OMol25 structures with the same formula, charge and spin of number 2 (C22H31BrN5O5P2S4Tl)?

28.8 kcal per mole



> Which formula does entry 1 have?

C22H31BeCl3N3O3